{"formula": "C15H60O15", "method": "ωB97M-V/def2-TZVPD", "species": ["C", "O", "H", "H", "H", "H", "C", "O", "H", "H", "H", "H", "C", "O", "H", "H", "H", "H", "C", "O", "H", "H", "H", "H", "C", "O", "H", "H", "H", "H", "C", "O", "H", "H", "H", "H", "C", "O", "H", "H", "H", "H", "C", "O", "H", "H", "H", "H", "C", "O", "H", "H", "H", "H", "C", "O", "H", "H", "H", "H", "C", "O", "H", "H", "H", "H", "C", "O", "H", "H", "H", "H", "C", "O", "H", "H", "H", "H", "C", "O", "H", "H", "H", "H", "C", "O", "H", "H", "H", "H"], "coordinates": [[0.84120, 1.80715, -3.50548], [0.20613, 3.08603, -3.64422], [0.55013, 1.11498, -4.29546], [1.92937, 1.91831, -3.52829], [0.62695, 1.35326, -2.53398], [-0.15854, 3.12594, -4.52925], [2.32484, -0.10718, 3.36914], [1.54809, 1.01613, 2.97940], [1.66521, -0.80862, 3.88323], [2.81808, -0.57395, 2.51855], [3.08511, 0.06440, 4.14100], [2.17267, 1.73716, 2.84217], [-0.86678, -2.67436, -2.99982], [-0.16101, -1.51147, -3.40846], [-1.10268, -2.71992, -1.93253], [-1.73014, -2.90006, -3.62580], [-0.19736, -3.53437, -3.16028], [-0.80793, -0.95940, -3.87347], [-0.72830, 3.57641, 3.51212], [-1.72961, 4.42892, 4.07114], [-0.65433, 2.71183, 4.17998], [-0.96190, 3.22218, 2.51232], [0.23296, 4.09813, 3.51954], [-1.47495, 4.63239, 4.97230], [3.26387, -1.59635, -3.02295], [2.56787, -1.92738, -4.20497], [2.68618, -0.90899, -2.39542], [3.51608, -2.44128, -2.36862], [4.21185, -1.11163, -3.25991], [1.64365, -2.01560, -3.92800], [0.68991, 4.05403, -0.14185], [1.35616, 4.30551, -1.38526], [-0.29290, 4.52787, -0.12772], [0.58551, 2.97659, 0.02039], [1.32913, 4.46602, 0.63734], [0.82935, 3.92362, -2.10880], [-2.85468, 2.87869, -0.68429], [-3.00857, 1.49159, -0.90789], [-2.50971, 3.13773, 0.32295], [-2.14951, 3.30434, -1.40782], [-3.81873, 3.37759, -0.78741], [-2.19403, 1.06236, -0.60827], [-2.75311, 0.24961, 3.71112], [-3.70748, -0.55393, 4.39392], [-1.80315, -0.23676, 3.50982], [-3.19439, 0.66700, 2.79929], [-2.51017, 1.15444, 4.28919], [-4.53699, -0.07125, 4.36557], [1.29104, -4.15975, 0.49944], [1.54206, -3.24016, 1.57185], [0.23666, -4.42496, 0.44135], [1.58551, -3.68387, -0.43741], [1.93884, -5.02689, 0.63694], [0.88117, -3.38700, 2.26780], [3.49053, 1.63421, -0.55990], [3.65092, 2.68313, -1.50815], [2.42593, 1.50123, -0.35216], [3.87247, 0.70869, -0.98097], [4.04631, 1.89023, 0.34667], [2.98083, 3.38015, -1.34215], [4.58976, -2.10863, 0.64751], [3.34049, -1.51475, 0.41890], [5.40677, -1.39807, 0.53413], [4.64637, -2.53219, 1.65493], [4.77849, -2.92026, -0.06398], [2.61366, -2.03867, 0.80673], [-3.66977, -1.87632, 0.32751], [-4.05839, -1.39133, -0.93762], [-3.68789, -1.08199, 1.08088], [-4.30570, -2.69458, 0.67155], [-2.62536, -2.19351, 0.27389], [-4.44296, -0.51356, -0.88536], [-0.14564, -0.35856, 0.06765], [-0.69792, 0.66070, 0.88530], [-0.11462, -1.31845, 0.59310], [-0.73490, -0.46838, -0.84625], [0.87288, -0.15163, -0.28155], [-0.09628, 0.80982, 1.63092], [-2.60825, 0.69413, -3.76142], [-2.31460, -0.20345, -4.83030], [-3.63910, 0.67016, -3.41604], [-1.98768, 0.41714, -2.91236], [-2.30382, 1.72442, -3.97432], [-2.90022, 0.01357, -5.56078], [-1.65668, -3.32044, 2.94486], [-0.41350, -3.66184, 3.55505], [-2.30337, -2.61479, 3.46914], [-1.47150, -2.94513, 1.94075], [-2.20834, -4.26014, 2.82545], [-0.57757, -4.11600, 4.38416]], "lowdin_charge": [-0.1166, -0.1312, 0.0840, 0.0858, 0.0737, 0.0856, -0.1285, -0.1260, 0.0808, 0.0607, 0.0842, 0.0859, -0.1274, -0.1450, 0.0629, 0.0886, 0.0824, 0.0318, -0.1588, -0.1231, 0.0664, 0.0623, 0.0785, 0.0710, -0.1748, -0.1207, 0.0589, 0.0645, 0.0816, 0.0267, -0.1300, -0.1357, 0.0747, 0.0612, 0.0839, 0.0400, -0.1404, -0.1377, 0.0694, 0.0737, 0.0824, 0.0384, -0.1645, -0.1208, 0.0680, 0.0765, 0.0693, 0.0768, -0.1070, -0.1609, 0.0805, 0.0744, 0.0844, 0.0385, -0.1545, -0.1428, 0.0528, 0.0578, 0.0776, 0.0388, -0.1627, -0.1707, 0.0784, 0.0792, 0.0729, 0.0216, -0.1567, -0.1182, 0.0743, 0.0822, 0.0472, 0.0603, -0.1273, -0.1368, 0.0693, 0.0630, 0.0701, 0.0472, -0.1404, -0.1162, 0.0843, 0.0537, 0.0790, 0.0912, -0.1197, -0.1246, 0.0701, 0.0521, 0.0925, 0.0956], "gap_ha": 0.3582, "lumo_energy_ev": 0.33, "charge": 0, "e_tot_ha": -1735.844880, "homo_energy_ev": -9.413, "e_above_lowest_kcal_mol": 151.7}